Entry 1:
Below is one molecule with the formula C20H19N3O5S at a distorted geometry, with properties calculated with ωB97M-V/def2-TZVPD.

As for the energy: -46591.1805 eV. The value obtained for the strongest force on any atom is 1.3 eV/A. As for the lowest unoccupied orbital energy: 0.3 eV. As for the SMILES: COc1ccc(NC(=O)[C@H]2CC(=O)N(C)/C(=N/c3ccc4c(c3)OCO4)S2)cc1. As for the molar mass: 413.455 g/mol. The relative energy (zero: lowest compared OMol25 entry of this formula, charge and spin) comes out at 25.34 kcal/mol. The spin multiplicity is 1. The calculation puts the frontier orbital gap at 7.78 eV. The value obtained for the highest occupied orbital energy is -7.5 eV.

Geometry (Å):
C 5.803545 -1.773647 -0.171412
H -2.490006 1.120724 -1.985571
H -4.277917 -2.468648 1.632479
S 1.685003 0.881376 -1.515531
N -2.245371 0.467728 -1.253737
C -3.230009 -1.132343 0.334240
C -5.742851 -0.499833 -0.675062
H -0.269487 1.256081 -2.793333
C -0.081232 2.819827 0.281966
C 1.885373 1.319051 0.208747
H -4.715992 0.838676 -1.976162
C -4.356584 -1.741445 0.840610
H 1.057858 1.130332 2.687030
H 2.017884 2.614527 2.556381
C 1.072434 2.144051 2.291140
C -0.060489 1.340035 -1.724228
H 0.545583 3.405697 -1.683591
C 3.861124 0.063528 0.458406
H 8.650132 -2.041641 0.637999
C 6.150265 -0.486352 0.242424
H -8.237733 -0.773795 0.633114
C 3.519199 -1.225157 0.051956
H -8.095696 -2.076583 -0.582863
C -7.970823 -1.823792 0.475154
N 0.936140 2.095257 0.842197
N 2.895870 0.960744 0.869804
O -0.845642 3.474641 0.956400
C -4.610619 0.111255 -1.182867
O 6.946224 -2.491756 -0.428713
H 4.227366 -3.164529 -0.572857
C -5.626364 -1.436119 0.346896
H -8.625593 -2.454491 1.074196
C -3.349362 -0.194469 -0.687935
O 7.516088 -0.364965 0.253981
H -1.198980 3.185102 -1.475471
C -0.941060 0.373453 -0.911218
C 5.205394 0.448337 0.574336
H -2.258197 -1.377720 0.726725
H -6.704483 -0.234998 -1.084649
H 2.476593 -1.498765 0.007206
C -0.219151 2.769552 -1.228812
H 0.237487 2.719031 2.684308
H 5.471171 1.439940 0.897277
C 4.491039 -2.166984 -0.264643
H 8.626483 -1.487310 -1.070032
O -0.477750 -0.348335 -0.058868
C 8.018540 -1.616953 -0.159700
O -6.665421 -2.098331 0.922284

Cartesian forces (eV/Å) of the 2 atoms listed first:
C -0.007 0.527 0.179
H 0.180 -0.083 0.118

Entry 2:
Below is a 2-piece molecular cluster, C3H6ClN overall at a distorted geometry, with properties calculated with ωB97M-V/def2-TZVPD.

As for the energy: -17218.4225 eV. The value obtained for the strongest force on any atom is 5.7 eV/A. As for the lowest unoccupied orbital energy: 0.8 eV. As for the SMILES: C=C=NC.Cl. As for the molar mass: 91.541 g/mol. The relative energy (zero: lowest compared OMol25 entry of this formula, charge and spin) comes out at 38.49 kcal/mol. The spin multiplicity is 1. The calculation puts the frontier orbital gap at 9.49 eV. The value obtained for the highest occupied orbital energy is -8.7 eV.

Geometry (Å):
H -1.274257 0.340176 -1.737187
H 0.350817 0.777748 -1.871584
C -0.397704 0.321652 -1.162559
H -0.821072 2.408093 -1.923711
H 0.304297 -2.374521 1.803893
H 1.726075 -1.394098 1.888062
C -0.133714 -0.169183 -0.038624
H 0.374896 -1.035787 3.047319
C 0.610887 -1.325784 1.952488
N 0.162177 -0.379527 1.110436
Cl -0.902401 2.831231 -3.068533

Cartesian forces (eV/Å) of the 2 atoms listed first:
H -1.652 -0.577 0.131
H -0.024 -0.849 1.413

Entry 3:
Below is a 2-piece molecular cluster, CH2IP overall at a distorted geometry, with properties calculated with ωB97M-V/def2-TZVPD.

As for the energy: -18454.8471 eV. The value obtained for the strongest force on any atom is 2.4 eV/A. As for the lowest unoccupied orbital energy (spin up / spin down): -2.5 / -2.5 eV. As for the molar mass: 171.905 g/mol. The relative energy (zero: lowest compared OMol25 entry of this formula, charge and spin) comes out at 71.30 kcal/mol. The spin multiplicity is 1. The calculation puts the frontier orbital gap (spin up / spin down) at 6.62 / 6.62 eV. The value obtained for the highest occupied orbital energy (spin up / spin down) is -9.1 / -9.1 eV.

Geometry (Å):
H 0.900847 -0.846973 -0.515775
C 0.170708 -0.723444 0.338529
I 0.583923 -3.345710 1.942257
P -1.041145 0.163282 0.999583
H -1.088432 1.131825 -0.096165

Cartesian forces (eV/Å) of the 2 atoms listed first:
H -0.999 -0.096 1.409
C 0.528 -1.088 -0.200

Entry 4:
Below is one molecule with the formula C2H6NO2P at a distorted geometry, with properties calculated with ωB97M-V/def2-TZVPD.

As for the energy: -17043.3591 eV. The value obtained for the strongest force on any atom is 4.7 eV/A. As for the lowest unoccupied orbital energy: 0.6 eV. As for the molar mass: 107.049 g/mol. The relative energy (zero: lowest compared OMol25 entry of this formula, charge and spin) comes out at 55.53 kcal/mol. The spin multiplicity is 1. The calculation puts the frontier orbital gap at 8.47 eV. The value obtained for the highest occupied orbital energy is -7.9 eV.

Geometry (Å):
H -0.517361 -2.413002 -0.479067
H -1.000660 1.703680 -0.333833
C -0.401593 -0.793490 1.079214
N 0.032957 1.548943 -0.356676
H 0.423866 2.398636 0.121772
H -0.727600 -1.137026 2.115275
O 2.319997 0.544998 0.649621
P 1.056692 -0.149827 0.559078
C -0.655039 -1.371720 -0.257613
H -1.350239 -1.001868 -0.910290
O 0.605292 -0.923637 -0.809602
H 0.213687 1.594311 -1.377882

Cartesian forces (eV/Å) of the 2 atoms listed first:
H -0.941 -1.072 0.810
H 0.989 -0.652 0.500

Entry 5:
Below is a 2-piece molecular cluster, C7H14N2 overall at a distorted geometry, with properties calculated with ωB97M-V/def2-TZVPD.

As for the energy: -10465.9555 eV. The value obtained for the strongest force on any atom is 1.7 eV/A. As for the lowest unoccupied orbital energy: 0.8 eV. As for the SMILES: Cc1c[nH]cn1.CCC. As for the molar mass: 126.203 g/mol. The relative energy (zero: lowest compared OMol25 entry of this formula, charge and spin) comes out at 9.49 kcal/mol. The spin multiplicity is 1. The calculation puts the frontier orbital gap at 9.26 eV. The value obtained for the highest occupied orbital energy is -8.5 eV.

Geometry (Å):
H 2.709443 2.429216 0.909741
H -4.036626 -0.989541 -1.670464
H 0.615441 0.115602 2.514377
H 0.651055 1.066813 3.959958
H 3.111877 1.652164 3.355546
C 1.283210 0.448806 3.321392
H -3.343420 0.553203 -1.605392
H 1.520233 3.213272 1.964966
H 0.309743 -2.849735 -3.142476
H -3.081341 -0.586291 -0.235180
N -1.471379 -0.239317 -3.106680
C -1.190454 -2.111408 -1.931895
C -0.526671 -0.951089 -3.687898
C 2.413547 1.191244 2.650475
N -0.327127 -2.090397 -2.971528
H 3.005725 0.518095 2.028289
C 1.930427 2.253550 1.647755
H 0.127749 -0.686034 -4.497968
C -3.136350 -0.477951 -1.316050
H 1.488275 -0.472893 3.863965
H -1.208637 -2.861718 -1.159342
H 1.069494 1.806955 1.131045
C -1.914214 -0.932546 -2.022639

Cartesian forces (eV/Å) of the 2 atoms listed first:
H -0.013 0.209 -0.060
H 0.201 -0.366 0.093

Entry 6:
Below is one molecule with the formula C10H16S2 at a distorted geometry, with properties calculated with ωB97M-V/def2-TZVPD.

As for the energy: -32293.4383 eV. The value obtained for the strongest force on any atom is 5.5 eV/A. As for the lowest unoccupied orbital energy (spin up / spin down): 0.7 / -0.8 eV. As for the molar mass: 200.372 g/mol. The spin multiplicity is 3. The calculation puts the frontier orbital gap (spin up / spin down) at 6.67 / 7.47 eV. The value obtained for the highest occupied orbital energy (spin up / spin down) is -5.9 / -8.2 eV. As for the expectation value of S²: 2.02.

Geometry (Å):
H 2.829667 0.320829 -0.048132
C 2.548514 -0.235157 0.824988
C 1.133397 0.024715 1.105132
H 0.447801 3.950184 -1.980363
H -0.478078 -0.103051 3.073104
H 0.889196 3.770995 -0.214248
H 0.842708 2.175700 1.019469
H -3.375081 -2.227471 -0.240440
C 0.228595 3.425478 -0.947460
H -0.765556 3.551519 -0.866173
H -1.457274 1.941989 1.556105
C -1.382324 -1.134914 -0.251421
H 1.702944 -1.800205 -1.295222
S 0.800236 -0.412169 2.743918
C -1.830387 0.066691 0.512169
C 0.810356 -2.331594 -1.192903
H -2.884891 -0.074925 0.632247
H 3.234600 0.003014 1.636944
H -2.872861 -1.381370 -1.658960
H 2.770087 -1.265671 0.620814
H 1.153757 -3.214694 -0.480012
H 0.504996 -2.776500 -2.183325
C -2.533824 -1.950815 -0.887367
C 0.401211 1.221393 0.628893
C -1.069187 1.069022 0.975524
C -0.124780 -1.412249 -0.485057
H -2.148990 -2.823157 -1.439660
S 0.625167 1.622413 -1.158564

Cartesian forces (eV/Å) of the 2 atoms listed first:
H 0.348 0.364 -0.484
C 0.581 0.000 -0.344

Entry 7:
Below is a 3-piece molecular cluster, C3H15N2O2 overall at a distorted geometry, with properties calculated with ωB97M-V/def2-TZVPD.

As for the energy: -10422.0063 eV. The value obtained for the strongest force on any atom is 5.6 eV/A. As for the lowest unoccupied orbital energy: -2.9 eV. The total charge is +1. As for the molar mass: 111.165 g/mol. The relative energy (zero: lowest compared OMol25 entry of this formula, charge and spin) comes out at 46.58 kcal/mol. The spin multiplicity is 1. The calculation puts the frontier orbital gap at 10.04 eV. The value obtained for the highest occupied orbital energy is -12.9 eV.

Geometry (Å):
H -0.036483 -2.352701 -1.261987
H 0.385066 0.982380 -1.831536
H 0.961006 -1.238957 -2.030822
N -0.432362 0.162947 0.945190
H -1.104759 -0.539498 1.106377
H -2.150296 -0.815298 -1.804052
H 1.839935 -2.236424 0.966279
H -1.154715 1.787111 -2.037299
C -0.836879 1.319624 0.041216
H -1.860747 1.749363 0.221307
O 1.064566 -1.954629 1.369960
H 0.769048 -2.416564 2.128993
C -0.671795 0.922553 -1.368471
H -0.138217 2.176217 0.222445
H -0.810470 -0.367529 -3.202671
H 0.272522 -0.385009 0.417300
C -0.996598 -0.449306 -1.949436
H -0.159301 0.553310 1.805528
N 0.050130 -1.349354 -1.463275
O 1.442117 1.438515 2.310384
H 2.202848 0.911206 2.390011
H 1.365385 2.102043 3.024559

Cartesian forces (eV/Å) of the 2 atoms listed first:
H -0.802 0.806 -0.512
H -0.984 0.465 1.663

Entry 8:
Below is C19H16N5O5S4SbV as an isolated structure, with properties calculated with ωB97M-V/def2-TZVPD.

As for the energy: -113223.2160 eV. The value obtained for the strongest force on any atom is 1.0 eV/A. As for the lowest unoccupied orbital energy (spin up / spin down): 3.6 / 3.6 eV. The total charge is -2. As for the molar mass: 695.339 g/mol. The relative energy (zero: lowest compared OMol25 entry of this formula, charge and spin) comes out at 2.51 kcal/mol. The spin multiplicity is 2. The calculation puts the frontier orbital gap (spin up / spin down) at 4.12 / 4.06 eV. The value obtained for the highest occupied orbital energy (spin up / spin down) is -0.6 / -0.5 eV. As for the expectation value of S²: 0.80.

Geometry (Å):
C 3.421484 -2.032554 1.562317
S 0.323249 -0.445074 -3.323344
S -2.661150 -2.562310 -2.923220
O 1.373325 0.053927 -0.595508
C 6.729022 4.662045 -0.562404
H 4.096577 3.847958 2.538755
C 7.051962 3.834834 -1.633395
H -1.020226 4.413401 1.077062
C 3.373153 3.346828 1.920894
C 5.100184 2.494439 -1.239494
C 2.167425 2.794844 2.208873
C 4.773020 3.331131 -0.167618
C 6.236293 2.755777 -1.980102
O -0.178696 0.835930 2.796536
C 2.532605 2.376067 0.129913
C 0.505586 0.212827 3.699349
H 1.635220 2.753013 3.144612
N 1.657791 2.197349 1.078979
C 3.475828 -2.116452 2.919159
C 2.527277 -1.387774 3.705829
H 4.478496 1.645398 -1.489345
H -2.373473 3.318813 1.334603
C -1.288659 2.991197 -0.464192
H 2.373649 2.066540 -0.897204
H -2.525628 4.664481 0.163042
N 3.613729 3.077312 0.579062
Sb -1.908043 -0.518727 -2.217513
O 2.947644 -1.240911 -1.457908
H 4.246327 -2.698665 3.407976
N 9.217313 4.321808 -2.976532
H 6.492189 2.117127 -2.812987
N 1.406618 -0.700158 1.718633
C 2.414838 -1.258354 0.936393
H -1.547959 4.290894 -2.013396
H 7.365086 5.499459 -0.311670
H 4.153422 -2.527824 0.935117
H 2.583710 -1.352325 4.784840
C 8.252742 4.102730 -2.388040
H 5.303385 5.067725 0.980777
O 0.412234 0.384583 4.907534
N -1.221136 3.383767 -1.735178
V 0.122147 0.406637 0.858277
H 2.350724 -1.011873 -2.217104
S 1.020356 1.529476 -3.268252
C 1.528185 -0.708030 3.071831
H -0.644038 2.795596 -2.376870
C -1.856636 3.913351 0.585144
C 5.581790 4.414888 0.165658
S -1.430236 -1.042756 0.239069
O -0.859292 1.888892 -0.144328
C 2.248714 -0.829107 -0.390722

Cartesian forces (eV/Å) of the 2 atoms listed first:
C 0.055 0.002 -0.295
S 0.097 -0.103 -0.208